{
  "formula": "C4H8N2O",
  "method": "ωB97M-V with the def2-TZVPD basis set",
  "largest_force_ev_per_a": 4.62,
  "smiles": "N[C@H]1C[C@@H]1/C=N/O",
  "gap_ev": 9.84,
  "total_energy_ev": -9302.001,
  "de_lowest_kj_mol": 423.8,
  "elements": ["C", "C", "C", "C", "N", "N", "O", "H", "H", "H", "H", "H", "H", "H", "H"],
  "xyz": [[0.2555, -0.0256, 0.6259], [0.9882, -1.3091, 0.4751], [0.5785, 1.0895, -0.3749], [-0.7275, 0.4008, -0.4889], [1.1265, -1.7868, -0.6573], [-1.8540, 1.1951, 0.0278], [1.6260, -3.1423, -0.7119], [0.0977, 0.0893, 1.6220], [1.2498, -1.7245, 1.4220], [0.4218, 2.0414, 0.0125], [1.3198, 0.9367, -1.1689], [-0.9044, -0.2670, -1.3550], [-1.5626, 1.8496, 0.7717], [-2.6097, 0.7191, 0.4465], [2.1785, -2.9887, -1.5002]],
  "forces_ev_per_a": [[1.5, -1.3, -4.2], [-1.0, 1.2, 0.9], [-0.4, -1.3, -0.4], [-0.8, 0.1, 1.6], [0.2, -1.5, -1.7], [1.1, 1.3, -0.6], [0.6, 1.6, -0.2], [-1.0, 1.3, 2.6], [0.5, -1.1, 0.4], [0.4, 1.8, 0.4], [-0.2, 0.0, 0.7], [0.0, 0.4, 0.9], [0.2, -0.4, -0.8], [-0.7, -1.3, 0.1], [-0.2, -0.9, 0.3]]
}